{"formula": "C14H27ClIN2O2P2Sn", "method": "the ωB97M-V functional and the def2-TZVPD basis", "fmax_ha_per_bohr": 0.0705, "homo_lumo_gap_ev": [4.72, 3.53], "energy_ha": -2463.51121, "multiplicity": 1, "lumo_energy_ev": [-12.618, -13.793], "charge": 3, "species": ["C", "C", "H", "H", "H", "O", "I", "Sn", "P", "C", "C", "H", "H", "H", "H", "H", "H", "C", "H", "H", "H", "P", "C", "C", "H", "H", "H", "C", "H", "H", "H", "H", "H", "H", "Cl", "N", "C", "O", "C", "C", "C", "C", "N", "C", "H", "H", "H", "H", "H", "H"], "positions_angstrom": [[-2.6638, 2.1813, 1.1084], [-1.9259, 1.1994, 0.2742], [-3.7643, 2.0780, 0.9775], [-2.3561, 3.2167, 0.8452], [-2.4204, 2.0253, 2.1797], [-2.2915, 0.4561, -0.5929], [3.2982, 0.8019, 0.5174], [0.4609, 1.5117, 1.0150], [0.2007, -0.4162, 2.7537], [0.3506, -2.1753, 2.3484], [1.5154, -0.0585, 3.9684], [1.2490, -0.5435, 4.9198], [-1.3392, -0.8770, 4.5448], [1.5848, 1.0301, 4.1054], [-1.4820, 0.8148, 3.9713], [1.2606, -2.3453, 1.7639], [2.4782, -0.4310, 3.5920], [-1.3584, -0.2288, 3.6604], [0.3970, -2.7639, 3.2734], [-2.1876, -0.5186, 3.0055], [-0.5059, -2.5068, 1.7531], [0.5588, 2.7007, -1.4114], [0.7742, 1.8220, -2.9860], [-0.8589, 3.7907, -1.7029], [2.0156, 4.3195, -0.3536], [1.8521, 4.6269, -2.1187], [2.9153, 3.2978, -1.5057], [1.9810, 3.8525, -1.3470], [-1.0295, 4.4047, -0.8147], [-0.6674, 4.4419, -2.5623], [0.7514, 2.5164, -3.8344], [-0.0260, 1.0876, -3.1095], [-1.7441, 3.1811, -1.8999], [1.7283, 1.2893, -2.9889], [0.4727, 3.5090, 2.3873], [-1.3960, -5.3206, -1.9675], [-1.4861, -4.1061, -1.3292], [-2.4129, -3.8342, -0.5792], [-0.3757, -3.1315, -1.6046], [0.7626, -3.4033, -2.3767], [1.7991, -2.4775, -2.3964], [1.6605, -1.3061, -1.6455], [0.5870, -1.0195, -0.9189], [-0.4274, -1.8884, -0.9214], [-2.1164, -5.9996, -1.7567], [-0.5615, -5.6606, -2.4128], [0.8516, -4.3325, -2.9385], [2.7196, -2.6348, -2.9468], [2.4847, -0.5780, -1.5935], [-1.3129, -1.5978, -0.3493]]}

{"formula": "C3H7NOS2", "method": "the ωB97M-V functional and the def2-TZVPD basis", "fmax_ha_per_bohr": 0.0438, "homo_lumo_gap_ev": 9.50, "energy_ha": -1044.81063, "multiplicity": 1, "lumo_energy_ev": 0.644, "species": ["C", "C", "C", "H", "H", "H", "H", "H", "H", "H", "N", "O", "S", "S"], "positions_angstrom": [[2.5642, -0.9230, 0.0605], [1.1580, -0.6683, 0.4845], [-1.4385, 0.4306, -0.1125], [3.0639, -0.0451, -0.3868], [3.1758, -1.2759, 0.8914], [2.5997, -1.6451, -0.7782], [0.7592, -1.5006, 1.1003], [1.1787, 0.1848, 1.1044], [-2.0536, 1.4026, -1.8718], [-3.4660, 1.1304, 0.3832], [-2.2935, 1.0420, -0.9510], [-3.4448, 1.6078, -0.5136], [-0.0081, -0.1920, -0.9165], [-1.7952, 0.4517, 1.5060]]}

{"formula": "CH4FNP2", "method": "the ωB97M-V functional and the def2-TZVPD basis", "fmax_ha_per_bohr": 0.0880, "homo_lumo_gap_ev": [6.42, 6.41], "energy_ha": -877.75246, "multiplicity": 1, "lumo_energy_ev": [-0.799, -0.810], "species": ["C", "N", "F", "P", "P", "H", "H", "H", "H"], "positions_angstrom": [[-1.2141, 0.6209, -1.2232], [0.5465, -0.8988, -0.1458], [2.1824, -0.0850, 3.1080], [2.0263, -1.0908, 0.1029], [-1.0270, -0.8924, -0.1076], [-2.2598, 0.6277, -1.6619], [-0.7419, 0.3757, -2.1045], [-0.8246, 1.4200, -0.7147], [1.3121, -0.0774, 2.7468]]}

{"formula": "CHNOS", "method": "the ωB97M-V functional and the def2-TZVPD basis", "fmax_ha_per_bohr": 0.1067, "homo_lumo_gap_ev": [7.80, 7.78], "energy_ha": -566.78767, "multiplicity": 1, "lumo_energy_ev": [-1.674, -1.687], "species": ["C", "N", "O", "S", "H"], "positions_angstrom": [[-0.8189, 1.4953, 0.4013], [-0.4134, 2.2621, 1.0892], [0.8513, -2.7617, -0.9793], [1.6512, -1.8157, -0.2214], [-1.2702, 0.8200, -0.2900]]}

{"formula": "C19H10Cl2F3N3O3", "method": "the ωB97M-V functional and the def2-TZVPD basis", "fmax_ha_per_bohr": 0.1059, "homo_lumo_gap_ev": 8.07, "energy_ha": -2339.87244, "multiplicity": 1, "lumo_energy_ev": -0.958, "species": ["O", "F", "F", "F", "Cl", "Cl", "C", "C", "N", "N", "O", "O", "C", "C", "C", "C", "C", "C", "C", "C", "C", "C", "C", "C", "C", "C", "C", "N", "C", "C", "H", "H", "H", "H", "H", "H", "H", "H", "H", "H"], "positions_angstrom": [[-0.8928, -0.3868, 4.0554], [-0.9806, -7.2946, 5.4245], [1.0418, -7.4755, 5.1929], [-0.4026, -7.9989, 3.5551], [2.6348, 0.9364, -0.0302], [2.5644, -6.1879, 2.7153], [-0.2400, 0.5278, 2.0901], [-0.0202, 1.4004, 1.2633], [1.6062, 4.4656, -4.3282], [1.1428, 4.7418, -5.4835], [-0.5462, 4.5452, -4.1443], [-1.7049, 3.5776, -6.8931], [-0.4151, -0.6007, 2.9804], [0.5889, 4.1675, -3.5493], [-0.1469, 4.7107, -5.3564], [-0.8228, 3.0978, -0.3582], [-0.5782, 3.8936, -1.5007], [1.6659, 2.9420, -1.7670], [-0.9159, -3.4620, 3.7432], [1.2342, -3.8103, 2.5798], [-1.0241, -4.7474, 4.1908], [1.4294, 2.1968, -0.6395], [1.1760, -5.1680, 3.1024], [0.2071, 2.2524, 0.1285], [0.5341, 3.6726, -2.2239], [0.2192, -2.9944, 2.9972], [0.0175, -5.6507, 3.8701], [0.3367, -1.6381, 2.5831], [-1.1547, 4.8503, -6.4401], [0.0013, -7.1139, 4.4590], [-2.3724, 3.6816, -7.5621], [-1.7879, 3.1821, 0.1726], [-1.4859, 4.4761, -1.7168], [2.7063, 3.0932, -2.1278], [-1.6238, -2.7351, 4.1284], [2.0383, -3.4985, 1.8832], [-1.8635, -5.0562, 4.7671], [0.6118, -1.5274, 1.5775], [-0.7448, 5.4965, -7.2350], [-2.0335, 5.4386, -6.1036]]}

{"formula": "C28H36Cl5N4O5P2S3W", "method": "the ωB97M-V functional and the def2-TZVPD basis", "fmax_ha_per_bohr": 0.0100, "homo_lumo_gap_ev": [6.49, 6.35], "energy_ha": -5929.18673, "multiplicity": 2, "lumo_energy_ev": [-0.239, -0.312], "species": ["W", "O", "N", "C", "C", "C", "C", "C", "S", "H", "H", "H", "H", "Cl", "C", "C", "C", "Cl", "C", "Cl", "C", "Cl", "C", "Cl", "C", "P", "C", "C", "C", "P", "C", "C", "H", "H", "H", "H", "H", "H", "H", "H", "H", "H", "H", "H", "H", "H", "H", "H", "C", "C", "C", "C", "C", "C", "C", "S", "O", "O", "N", "C", "C", "C", "O", "O", "H", "H", "H", "H", "H", "H", "H", "H", "H", "H", "H", "H", "N", "C", "N", "S", "H", "H", "H", "H"], "positions_angstrom": [[-0.0244, -0.1037, -0.1451], [-0.1020, -2.0424, -0.7366], [-1.2770, -2.7307, -0.6851], [-1.3205, -3.8541, -1.4292], [-2.4476, -4.6219, -1.4621], [-3.5540, -4.2158, -0.7071], [-3.4819, -3.0707, 0.0412], [-2.3180, -2.2821, 0.0555], [-2.1454, -0.8322, 0.9498], [-0.4095, -4.0490, -1.9749], [-2.4697, -5.5142, -2.0693], [-4.4661, -4.7985, -0.7195], [-4.3211, -2.7260, 0.6298], [3.3525, 1.3363, 0.2895], [3.0684, 0.4654, -1.1979], [1.7716, 0.0215, -1.4998], [1.6673, -0.4746, -2.8111], [0.0885, -0.8698, -3.4552], [2.7349, -0.6281, -3.6948], [2.5166, -1.2855, -5.2730], [4.0094, -0.2388, -3.2980], [5.3548, -0.4354, -4.3513], [4.1725, 0.3396, -2.0433], [5.7390, 0.8991, -1.5795], [2.9559, -1.8968, 1.5299], [1.3313, -1.1045, 1.7729], [0.4384, -2.4779, 2.5835], [1.5507, 0.1055, 3.1308], [0.3318, 1.0317, 3.1753], [0.0443, 1.7704, 1.5159], [-1.6058, 2.5354, 1.6382], [1.0570, 3.2929, 1.5748], [3.3247, -2.3191, 2.4665], [3.6852, -1.1936, 1.1372], [2.8233, -2.7031, 0.8065], [1.0271, -2.8982, 3.4007], [0.2514, -3.2584, 1.8438], [-0.5213, -2.1292, 2.9593], [2.4615, 0.6712, 2.9214], [1.6990, -0.4163, 4.0784], [0.4576, 1.8175, 3.9238], [-0.5679, 0.4667, 3.4343], [-1.6303, 3.2824, 2.4371], [-2.3765, 1.7875, 1.8210], [-1.8259, 3.0182, 0.6842], [0.7540, 3.8899, 2.4374], [0.8713, 3.8518, 0.6554], [2.1243, 3.0832, 1.6325], [-4.1264, 1.9014, 4.4868], [-4.7400, 1.8653, 3.1134], [-5.2585, 0.6863, 2.5911], [-5.7889, 0.6466, 1.3087], [-5.7961, 1.7952, 0.5375], [-5.2923, 2.9884, 1.0431], [-4.7722, 3.0172, 2.3246], [-6.4273, 1.7623, -1.1228], [-6.9990, 3.0487, -1.3792], [-7.1893, 0.5536, -1.2532], [-5.1161, 1.6166, -2.0780], [-4.3570, 0.3674, -1.9447], [-2.9545, 0.5185, -2.5411], [-2.1444, 1.5662, -1.7948], [-2.5156, 2.7255, -1.7519], [-1.0388, 1.1529, -1.2316], [-4.3960, 1.0181, 5.0647], [-4.4540, 2.7842, 5.0369], [-3.0329, 1.9419, 4.4262], [-5.2366, -0.2181, 3.1866], [-6.2028, -0.2691, 0.9034], [-5.3068, 3.8810, 0.4297], [-4.3700, 3.9450, 2.7163], [-4.5149, 2.4412, -2.0352], [-4.8969, -0.4209, -2.4639], [-4.2555, 0.0667, -0.8951], [-3.0356, 0.8311, -3.5843], [-2.4387, -0.4403, -2.5131], [1.7169, 5.9260, -2.4077], [2.1272, 4.7107, -1.9787], [3.3280, 4.6844, -1.3499], [1.1994, 3.3436, -2.1514], [2.3266, 6.7248, -2.4185], [0.8647, 5.9597, -2.9371], [3.9643, 5.4619, -1.3881], [3.6943, 3.7771, -1.1153]]}

{"formula": "C31H36FeP4S2", "method": "the ωB97M-V functional and the def2-TZVPD basis", "fmax_ha_per_bohr": 0.0582, "homo_lumo_gap_ev": [6.34, 8.17], "energy_ha": -4628.20773, "multiplicity": 2, "lumo_energy_ev": [-4.333, -2.793], "charge": 1, "species": ["Fe", "S", "P", "C", "P", "S", "C", "C", "C", "C", "C", "C", "C", "C", "C", "C", "C", "C", "C", "C", "C", "C", "C", "C", "C", "C", "C", "C", "C", "C", "H", "H", "H", "H", "H", "H", "H", "H", "H", "H", "H", "H", "H", "H", "H", "H", "H", "H", "H", "H", "C", "P", "C", "C", "C", "P", "C", "C", "H", "H", "H", "H", "H", "H", "H", "H", "H", "H", "H", "H", "H", "H", "H", "H"], "positions_angstrom": [[1.3336, 0.6518, -0.7853], [-0.1360, -0.1502, -2.4719], [-0.6963, -1.1695, -0.7940], [0.4769, -1.2434, 0.4875], [0.5400, -0.0076, 1.7105], [2.2000, 1.1217, 1.4237], [0.7334, -0.8485, 3.3043], [1.2576, -0.1615, 4.3946], [1.3186, -0.7888, 5.6258], [0.8575, -2.0896, 5.7636], [0.3489, -2.7766, 4.6725], [0.2857, -2.1577, 3.4369], [-0.8973, 1.1056, 1.9467], [-1.6957, 1.0094, 3.0794], [-2.7859, 1.8504, 3.2192], [-3.0886, 2.7776, 2.2365], [-2.2955, 2.8694, 1.1035], [-1.2050, 2.0348, 0.9622], [-0.8344, -2.8753, -1.3746], [0.0044, -3.8585, -0.8682], [-0.0681, -5.1377, -1.3887], [-0.9662, -5.4228, -2.4052], [-1.7981, -4.4341, -2.9097], [-1.7346, -3.1527, -2.3982], [-2.3862, -0.6278, -0.3931], [-3.0204, -1.2628, 0.6692], [-4.2936, -0.8653, 1.0292], [-4.9257, 0.1507, 0.3269], [-4.2949, 0.7651, -0.7420], [-3.0162, 0.3848, -1.1020], [1.6169, 0.8511, 4.2672], [1.7273, -0.2654, 6.4776], [0.8967, -2.5716, 6.7281], [0.0021, -3.7931, 4.7862], [-0.1056, -2.6781, 2.5725], [-1.4576, 0.2933, 3.8521], [-3.4002, 1.7783, 4.1036], [-3.9445, 3.4241, 2.3512], [-2.5234, 3.5940, 0.3365], [-0.5730, 2.0946, 0.0730], [0.6975, -3.6081, -0.0756], [0.5769, -5.9127, -1.0042], [-1.0208, -6.4228, -2.8057], [-2.4913, -4.6643, -3.7044], [-2.3674, -2.3632, -2.7852], [-2.5099, -2.0604, 1.1956], [-4.7974, -1.3420, 1.8558], [-5.9175, 0.4649, 0.6102], [-4.7969, 1.5424, -1.2972], [-2.5059, 0.8557, -1.9321], [1.7315, 4.2732, -0.3039], [1.3966, 2.8919, -1.4538], [0.1541, 3.5940, -2.6050], [2.9222, 2.9162, -2.5034], [3.0681, 1.6045, -3.2728], [3.1602, 0.1638, -2.1079], [4.9006, 0.2046, -1.5517], [3.1786, -1.2481, -3.2673], [2.5604, 3.9849, 0.3437], [0.8535, 4.4510, 0.3188], [1.9802, 5.1854, -0.8470], [0.5085, 4.5407, -3.0147], [-0.7874, 3.7540, -2.0788], [-0.0185, 2.8845, -3.4153], [3.7782, 3.0568, -1.8349], [2.8677, 3.7707, -3.1855], [3.9620, 1.6217, -3.9021], [2.1935, 1.4392, -3.9131], [5.5708, 0.1612, -2.4112], [5.0732, -0.6602, -0.9108], [5.0882, 1.1068, -0.9711], [3.8620, -1.0496, -4.0929], [2.1756, -1.4151, -3.6579], [3.4966, -2.1395, -2.7261]]}

{"formula": "C32H66O7P3Pd", "method": "the ωB97M-V functional and the def2-TZVPD basis", "fmax_ha_per_bohr": 0.0352, "homo_lumo_gap_ev": [7.70, 7.84], "energy_ha": -2937.57573, "multiplicity": 1, "lumo_energy_ev": [-4.012, -3.870], "charge": 1, "species": ["Pd", "C", "C", "C", "O", "P", "O", "C", "P", "O", "O", "C", "C", "C", "O", "C", "C", "C", "O", "C", "C", "C", "H", "H", "H", "H", "H", "H", "H", "H", "H", "H", "H", "H", "H", "H", "H", "H", "H", "H", "H", "H", "H", "H", "H", "H", "H", "H", "H", "H", "H", "H", "O", "P", "C", "C", "C", "C", "C", "C", "C", "C", "C", "C", "C", "C", "C", "C", "C", "C", "C", "C", "H", "H", "H", "H", "H", "H", "H", "H", "H", "H", "H", "H", "H", "H", "H", "H", "H", "H", "H", "H", "H", "H", "H", "H", "H", "H", "H", "H", "H", "H", "H", "H", "H", "C", "H", "H", "H"], "positions_angstrom": [[0.4081, 0.8174, -0.8502], [3.2392, 1.6622, 4.8881], [3.6012, 1.4486, 3.4312], [4.3620, 2.6248, 2.8465], [2.3615, 1.2982, 2.6883], [2.0358, 0.0586, 1.7667], [0.6235, 0.1567, 1.3370], [3.2615, 0.0228, 0.4294], [2.7978, -1.2625, -0.7957], [1.3494, -1.2994, -1.1070], [3.2838, -2.6401, -0.2550], [4.6912, -2.9840, -0.0495], [5.0520, -4.0559, -1.0568], [4.8525, -3.4403, 1.3873], [3.7501, -0.9745, -2.0266], [3.4485, 0.0952, -2.9661], [4.6963, 0.9399, -3.1256], [2.9800, -0.5316, -4.2642], [2.4038, -1.2517, 2.5670], [1.3523, -1.9266, 3.3460], [0.7220, -3.0006, 2.4836], [2.0068, -2.4624, 4.6020], [4.1413, 1.8122, 5.4797], [2.6989, 0.8002, 5.2792], [2.6042, 2.5435, 4.9834], [4.1825, 0.5261, 3.3316], [3.7391, 3.5181, 2.9016], [4.6229, 2.4457, 1.8024], [5.2766, 2.8017, 3.4106], [4.2512, -0.2002, 0.8320], [3.2670, 1.0023, -0.0540], [5.3000, -2.0946, -0.2393], [4.4199, -4.9316, -0.9080], [6.0940, -4.3489, -0.9334], [4.9037, -3.6849, -2.0704], [4.2757, -4.3526, 1.5463], [4.4880, -2.6806, 2.0767], [5.9006, -3.6487, 1.5997], [2.6334, 0.7002, -2.5514], [5.5078, 0.3278, -3.5200], [5.0157, 1.3564, -2.1690], [4.5031, 1.7593, -3.8170], [3.7613, -1.1740, -4.6708], [2.7420, 0.2449, -4.9908], [2.0896, -1.1340, -4.0839], [0.5960, -1.1819, 3.6081], [1.4419, -3.7917, 2.2696], [0.3864, -2.5690, 1.5404], [-0.1357, -3.4280, 3.0030], [2.7444, -3.2236, 4.3445], [1.2488, -2.9051, 5.2469], [2.5079, -1.6628, 5.1473], [-1.9517, 0.3575, -0.9901], [-3.3761, 0.6629, -0.6290], [-4.4603, 1.0542, -2.0877], [-4.2971, 2.4783, -2.6416], [-2.9588, 2.6504, -3.3646], [-2.8682, 1.6832, -4.5447], [-3.0139, 0.2489, -4.0370], [-4.3279, 0.0786, -3.2710], [-3.6373, 2.1552, 0.4687], [-3.6079, 1.9446, 1.9914], [-2.1921, 1.8479, 2.5548], [-1.4086, 3.1188, 2.2415], [-1.3498, 3.3138, 0.7320], [-2.7435, 3.3604, 0.1094], [-4.2308, -0.7103, 0.2779], [-3.2882, -1.4050, 1.2771], [-2.3715, -2.4399, 0.6216], [-3.1817, -3.4758, -0.1522], [-4.0110, -2.7667, -1.2187], [-4.9622, -1.7629, -0.5663], [-5.4694, 0.9654, -1.6649], [-4.4226, 3.2304, -1.8622], [-5.1019, 2.6397, -3.3655], [-2.1362, 2.4207, -2.6809], [-2.8486, 3.6830, -3.7043], [-1.9130, 1.8051, -5.0609], [-3.6634, 1.9033, -5.2635], [-2.1752, 0.0157, -3.3778], [-2.9928, -0.4545, -4.8721], [-4.4325, -0.9559, -2.9568], [-5.1592, 0.2903, -3.9517], [-4.6696, 2.4268, 0.2139], [-4.1934, 1.0736, 2.2883], [-4.0910, 2.8183, 2.4422], [-1.6634, 1.0115, 2.0968], [-2.2333, 1.6742, 3.6327], [-0.4006, 3.0522, 2.6536], [-1.9003, 3.9865, 2.6934], [-0.7869, 2.4802, 0.2844], [-0.8178, 4.2374, 0.4910], [-2.6365, 3.4668, -0.9686], [-3.2455, 4.2603, 0.4790], [-4.9982, -0.1699, 0.8441], [-3.9103, -1.9103, 2.0233], [-2.6732, -0.6738, 1.8020], [-1.7831, -2.9340, 1.3971], [-1.6775, -1.9363, -0.0560], [-3.8444, -4.0151, 0.5326], [-2.5177, -4.2082, -0.6152], [-4.5854, -3.4863, -1.8055], [-3.3183, -2.2528, -1.8917], [-5.6213, -2.3124, 0.1138], [-5.6062, -1.2902, -1.3089], [0.7742, 2.4533, -2.1027], [1.7653, 2.8592, -1.8967], [0.0080, 3.1960, -1.8838], [0.6921, 2.1346, -3.1418]]}

multiplicity of number 3 (CH4FNP2)? 1

What is the multiplicity in the eighth record? 1